The following is a DFT calculation (ωB97M-V with the def2-TZVPD basis set) of C33H46PS4Se2Sr as an isolated structure.

Computed properties:
- HOMO-LUMO gap (eV) = 6.95
- HOMO (eV) = -8.875
- total charge = +1

Structure (XYZ):
```
87
Properties=species:S:1:pos:R:3:forces:R:3:mulliken_charge:R:1
Sr -0.956803 0.085992 0.796327 0.074 0.575 -0.970 1.039
C 1.362641 2.927447 4.508130 0.018 0.001 0.041 -0.400
C 1.896977 1.721076 5.262649 0.008 -0.005 0.056 -1.069
S 2.240598 0.233208 4.284476 0.072 0.033 -0.024 -0.006
C 3.661975 0.778408 3.284072 0.041 -0.029 0.056 -0.818
C 3.408550 0.645483 1.787964 -0.016 0.034 -0.099 -0.991
S 1.832756 1.443116 1.366561 -0.113 -0.120 -0.041 0.410
C 2.223561 2.544524 -0.023586 0.019 0.078 0.078 -1.512
C 0.921455 2.993521 -0.683934 0.027 -0.003 0.018 0.505
S -0.471668 3.340543 0.437640 0.025 -0.189 0.112 0.132
C 0.255698 4.395652 1.722561 0.018 -0.090 0.101 -0.635
C -0.540422 4.256904 3.024393 -0.010 -0.019 -0.066 -0.955
S -0.337017 2.691899 3.931281 0.039 0.201 -0.169 0.079
H 2.000819 3.142343 3.651022 -0.001 0.012 -0.014 0.102
H 1.372582 3.792767 5.174827 -0.001 -0.012 -0.012 0.500
H 1.187893 1.396322 6.026648 0.002 0.010 0.009 0.427
H 2.812051 2.005411 5.783763 -0.006 -0.021 0.015 0.539
H 4.529117 0.179785 3.563270 0.005 0.015 0.006 0.563
H 3.874920 1.816246 3.540686 -0.015 -0.005 0.008 0.338
H 3.368060 -0.401772 1.491776 -0.007 -0.013 -0.014 0.263
H 4.208031 1.125841 1.222028 -0.007 -0.012 0.003 0.589
H 2.841202 2.030050 -0.760329 -0.055 0.058 0.052 0.543
H 2.786439 3.395078 0.364163 -0.002 -0.007 -0.020 0.547
H 0.533387 2.191437 -1.317196 0.015 0.056 -0.007 -1.017
H 1.107374 3.856289 -1.323006 0.015 0.005 0.015 0.638
H 0.227784 5.433420 1.390060 -0.031 0.019 0.028 0.515
H 1.296691 4.121758 1.888166 -0.008 0.007 -0.027 0.118
H -1.610866 4.340177 2.826669 -0.007 0.011 -0.001 0.491
H -0.282076 5.074559 3.699275 0.005 -0.025 0.011 0.541
C -0.408747 -3.722552 3.860648 -0.025 0.031 -0.195 -1.155
Se -0.186337 -2.352315 2.483111 -0.059 0.057 0.526 0.594
C -0.898621 -0.856455 3.564800 -0.146 -0.271 0.352 -0.527
C -2.419826 -0.790308 3.741047 -0.068 -0.011 0.121 -0.855
Se -3.601368 -0.615416 2.167473 0.296 0.031 0.128 0.013
C -3.403161 1.334262 2.028550 -0.133 -0.167 0.231 -0.206
H 0.005974 -3.342030 4.790859 0.007 0.007 -0.039 0.315
H 0.161312 -4.588204 3.535211 -0.012 -0.001 -0.022 0.380
H -1.454802 -3.991825 3.970908 0.007 0.029 -0.006 0.352
H -0.417069 0.089443 3.278728 -0.172 -0.189 -0.042 -0.187
H -0.490643 -1.033372 4.563017 0.111 0.027 -0.066 0.561
H -2.653705 0.051135 4.397082 -0.024 -0.006 -0.026 0.402
H -2.758333 -1.686193 4.260704 -0.023 -0.036 -0.096 0.546
H -4.150491 1.830653 2.640594 0.003 -0.003 0.000 0.497
H -3.497824 1.639619 0.990210 0.004 -0.015 -0.087 0.117
H -2.415454 1.590776 2.416626 -0.019 0.236 0.013 -0.399
C -0.521735 -2.746257 -4.719186 0.025 0.023 -0.057 -1.595
C 0.171614 -3.403624 -3.559302 0.013 -0.034 0.032 0.997
C 0.723047 -4.670738 -3.736591 -0.046 0.009 0.006 -0.776
C 1.366500 -5.337648 -2.706863 0.004 -0.008 0.036 -0.741
C 1.469902 -4.746037 -1.457391 0.011 -0.024 -0.022 -0.732
C 0.932245 -3.484885 -1.264502 0.044 0.034 -0.011 -0.777
C 0.287753 -2.800494 -2.296366 0.004 -0.005 -0.019 0.261
P -0.302052 -1.126099 -1.889231 0.007 0.014 0.021 0.976
C 0.406927 -0.048709 -3.180625 -0.073 0.045 -0.018 0.588
C -0.386272 0.491699 -4.191326 0.063 -0.022 0.028 -0.041
C 0.137916 1.396174 -5.100342 0.011 0.005 -0.008 -0.822
C 1.469565 1.771283 -5.001992 -0.021 -0.006 -0.022 -0.894
C 2.265420 1.236929 -4.000457 0.014 -0.034 0.039 -0.739
C 1.755991 0.327411 -3.076966 -0.057 0.075 -0.051 0.707
C 2.650098 -0.219377 -1.998142 -0.017 -0.103 0.085 -1.613
C -2.111561 -1.139678 -2.013588 0.031 0.000 0.124 1.304
C -2.817320 -2.333642 -2.222324 0.024 0.020 0.022 -1.108
C -4.183220 -2.397471 -2.047351 -0.032 0.017 0.013 -0.970
C -4.869025 -1.245957 -1.650017 0.016 -0.019 -0.014 -0.814
C -4.197409 -0.061533 -1.448882 -0.018 -0.036 0.018 -1.066
C -2.797271 0.050494 -1.628376 0.107 -0.072 0.042 1.502
C -2.089595 1.269675 -1.313477 -0.081 -0.063 -0.007 -2.250
H -0.893339 -3.499905 -5.412710 0.011 0.001 -0.005 0.520
H 0.165931 -2.097698 -5.265746 0.003 0.003 -0.002 0.280
H -1.363911 -2.134589 -4.400170 0.028 -0.031 -0.024 0.150
H 0.634061 -5.146131 -4.705972 0.002 0.001 -0.005 0.475
H 1.781515 -6.321892 -2.880196 0.005 -0.001 -0.001 0.399
H 1.969156 -5.258170 -0.645456 -0.001 -0.006 0.002 0.455
H 1.028880 -3.005564 -0.296519 -0.010 0.003 0.006 0.308
H -1.424631 0.192284 -4.267871 -0.035 0.045 0.049 0.462
H -0.490758 1.802764 -5.881300 0.002 0.011 0.000 0.479
H 1.891749 2.475521 -5.706911 -0.005 0.004 -0.002 0.415
H 3.307930 1.525972 -3.933395 0.012 0.001 -0.001 0.428
H 3.629724 0.257203 -2.031159 0.033 -0.018 -0.023 0.498
H 2.797205 -1.295191 -2.104760 0.009 -0.040 -0.029 0.368
H 2.217423 -0.061022 -1.001882 0.032 -0.072 -0.122 0.197
H -2.274902 -3.227258 -2.508491 -0.024 0.003 0.025 0.314
H -4.713279 -3.325155 -2.213085 -0.002 -0.002 0.000 0.465
H -5.943053 -1.279719 -1.513609 -0.002 -0.005 -0.001 0.415
H -4.750955 0.831536 -1.177622 -0.005 0.002 -0.003 0.482
H -2.756208 2.110679 -1.120465 0.010 0.013 0.010 0.408
H -1.336669 1.560113 -2.039313 0.057 -0.014 -0.047 0.161
```
Positions in Å, forces in eV/Å.